Record 1
This record from the OMol25 dataset describes a 4-piece molecular cluster, C16H26Br7N3O overall. The level of theory is ωB97M-V with the def2-TZVPD basis set.

Results
* LUMO: 0.43 eV
* HOMO energy: -9.9 eV
* F_max: 0.83 eV/A
* SMILES: CC[C@@H](Br)[C@@H](C#N)[C@H](C#N)CCC(N)=O.BrCCBr.BrCCBr.BrCCBr

```
53
Properties=species:S:1:pos:R:3:nbo_charge:R:1
C 6.2636 0.3336 -1.2965 -0.601
C 5.5636 1.5956 -0.7949 -0.443
C 4.1143 1.3023 -0.3874 -0.190
Br 3.8802 1.5492 1.5480 -0.007
C 3.0256 2.1601 -1.0669 -0.338
C 3.3955 2.5156 -2.4372 0.272
N 3.6818 2.8049 -3.5115 -0.290
C 1.6638 1.4114 -1.0704 -0.337
C 1.7037 0.3353 -2.0680 0.289
N 1.7591 -0.5524 -2.7963 -0.319
C 0.5069 2.3708 -1.3423 -0.386
C -0.8331 1.6741 -1.6015 -0.513
C -1.0902 0.5897 -0.5800 0.678
N -1.3235 -0.6765 -1.0632 -0.820
O -1.1100 0.8446 0.6113 -0.626
H 5.8724 0.0094 -2.2602 0.216
H 7.3390 0.4817 -1.3652 0.220
H 6.0974 -0.4754 -0.5823 0.205
H 6.1123 1.9487 0.0758 0.226
H 5.6085 2.3911 -1.5367 0.224
H 3.8859 0.2505 -0.5405 0.227
H 2.8697 3.0796 -0.5021 0.271
H 1.5331 0.9407 -0.0941 0.281
H 0.7308 3.0113 -2.1972 0.226
H 0.3750 3.0141 -0.4728 0.243
H -0.8708 1.2755 -2.6165 0.217
H -1.6346 2.4070 -1.5135 0.258
H -0.7607 -0.9148 -1.8724 0.395
H -1.1779 -1.3657 -0.3306 0.393
Br -4.7643 -3.7898 1.4831 -0.016
C -3.2120 -3.6797 2.6474 -0.456
C -2.1379 -2.7996 2.0695 -0.443
Br -1.1962 -3.6850 0.6093 -0.020
H -2.8737 -4.6991 2.8060 0.241
H -3.5724 -3.2669 3.5869 0.233
H -1.3803 -2.5810 2.8180 0.234
H -2.5288 -1.8691 1.6680 0.239
Br -0.4778 5.5456 0.3801 -0.004
C 0.1696 6.4656 -1.2061 -0.450
C -0.9301 6.7245 -2.2000 -0.448
Br -1.4486 5.1173 -3.1615 -0.011
H 0.9646 5.8535 -1.6213 0.228
H 0.5820 7.4075 -0.8517 0.233
H -0.5920 7.4251 -2.9598 0.232
H -1.8285 7.1047 -1.7248 0.233
Br -3.6891 -7.3698 2.0757 -0.006
C -5.1232 -8.0487 3.1936 -0.450
C -5.6617 -6.9735 4.1007 -0.450
Br -4.4470 -6.5783 5.5670 -0.018
H -4.7218 -8.8963 3.7393 0.231
H -5.9014 -8.3853 2.5125 0.231
H -6.5925 -7.2948 4.5624 0.229
H -5.8184 -6.0388 3.5707 0.238
```

Record 2
This record from the OMol25 dataset describes C16H26Cl3FeGeN7O3SeSi as an isolated structure in a non-equilibrium geometry. The level of theory is ωB97M-V with the def2-TZVPD basis set.

Results
* ⟨S²⟩: 6.02
* LUMO (alpha / beta): -1.38 / -1.41 eV
* relative energy (zero: lowest compared OMol25 entry of this formula, charge and spin): 16.3 kcal/mol
* 2S+1: 5
* HOMO energy (alpha / beta): -7.8 / -7.9 eV
* F_max: 2.30 eV/A

```
59
Properties=species:S:1:pos:R:3:nbo_charge:R:1
Fe 1.2157 0.7591 0.5432 1.351
C 4.7412 0.2215 -1.9435 -0.699
C 3.3915 0.4596 -1.3419 0.217
N 3.0609 0.0021 -0.1839 -0.227
O 3.9724 -0.6962 0.5713 -0.509
C 2.3867 1.3088 -2.0094 0.065
C 2.5466 1.9216 -3.3630 -0.667
N 1.3522 1.5420 -1.2647 -0.148
O 0.3676 2.3241 -1.5260 -0.620
H 5.5100 0.7554 -1.3767 0.241
H 4.7838 0.5811 -2.9670 0.244
H 4.9842 -0.8436 -1.9447 0.236
H 4.8421 -0.6427 0.1473 0.460
H 2.9258 1.2017 -4.0901 0.211
H 3.2258 2.7776 -3.3426 0.229
H 1.5733 2.2796 -3.6946 0.244
C -2.2438 1.5934 -2.5605 -0.433
N -2.5297 0.1572 -2.5225 -0.321
C -3.6113 -0.4491 -3.1013 -0.046
C -3.4824 -1.7824 -2.8826 -0.044
N -2.3233 -1.9557 -2.1766 -0.326
C -1.8075 -3.2500 -1.7242 -0.419
C -1.7375 -0.7635 -1.9621 0.330
Se -0.7208 -0.6710 -0.1932 -0.028
H -1.7574 1.8484 -3.4986 0.233
H -1.5684 1.8426 -1.7420 0.289
H -3.1786 2.1426 -2.4711 0.211
H -4.3681 0.1084 -3.6225 0.248
H -4.1050 -2.6084 -3.1749 0.245
H -1.8730 -3.9620 -2.5433 0.224
H -2.3864 -3.6079 -0.8750 0.228
H -0.7690 -3.1384 -1.4237 0.268
N 0.8113 -0.8253 4.3717 -0.810
C 1.0501 -1.0488 3.0590 0.684
O 1.1530 0.0069 2.3424 -0.835
C 1.1393 -2.3656 2.5691 -0.567
C 0.9683 -3.4396 3.4802 0.306
N 0.8504 -4.2815 4.2601 -0.375
C 1.4235 -2.6648 1.2184 0.330
N 1.6595 -2.9263 0.1178 -0.421
H 0.9052 -1.5856 5.0257 0.411
H 0.9829 0.1169 4.7038 0.433
Cl 4.7471 3.5686 3.4454 -0.548
Ge 3.3582 1.8148 3.3759 0.897
Cl 1.7842 2.5326 4.8513 -0.580
Cl 2.1132 2.7952 1.3762 -0.589
C -1.6811 2.1305 1.5667 -1.169
Si -2.2919 0.4224 1.1882 1.524
C -3.9154 0.4785 0.2613 -1.135
C -2.4624 -0.6299 2.7104 -1.146
H -2.4436 2.6601 2.1453 0.258
H -1.4777 2.7019 0.6584 0.266
H -0.7685 2.1182 2.1691 0.275
H -4.6973 0.7708 0.9661 0.257
H -4.1942 -0.4906 -0.1578 0.235
H -3.9031 1.2134 -0.5408 0.232
H -3.3969 -0.3712 3.2144 0.252
H -1.6427 -0.4632 3.4109 0.272
H -2.4890 -1.6943 2.4711 0.253
```

Record 3
This record from the OMol25 dataset describes C16H26ClDyO4P2 as an isolated structure in a non-equilibrium geometry. The level of theory is ωB97M-V with the def2-TZVPD basis set.

Results
* ⟨S²⟩: 9.34
* LUMO (alpha / beta): -8.66 / -8.67 eV
* net charge: +2
* 2S+1: 6
* HOMO energy (alpha / beta): -14.2 / -14.2 eV
* F_max: 6.45 eV/A

```
50
Properties=species:S:1:pos:R:3:mulliken_charge:R:1
C -3.6243 -2.1950 1.6224 -0.619
C -3.1123 -1.0135 2.1754 0.895
H -4.6540 -2.4043 1.9771 0.391
H -2.9525 -3.0335 1.8768 0.290
H -3.6261 -2.1124 0.5211 0.091
O -3.0211 0.0262 2.6960 -0.140
Cl -1.2867 -3.3705 -0.2522 -0.438
Dy -0.1806 -1.0830 -0.4312 0.135
P 0.2192 -1.3714 2.3649 1.116
C 0.6118 -0.1892 3.6812 -1.345
C -0.2781 -2.8235 3.3542 -1.323
H 0.5638 -3.1042 4.0034 0.507
H 2.3512 -2.4484 2.7228 0.500
H -0.5274 -3.6533 2.6801 0.329
H 1.9372 -2.5148 0.9841 0.440
H -0.3166 0.2030 4.1128 0.363
H -1.1558 -2.5774 3.9659 0.400
C 1.9346 -1.8751 1.8831 -1.416
H 1.2044 -0.6899 4.4627 0.444
H 2.5575 -0.9888 1.6977 0.338
H 1.1873 0.6451 3.2597 0.374
P -2.4080 0.3343 -1.3094 1.185
C -2.7843 2.1075 -1.2901 -1.362
C -1.5087 0.2048 -2.9271 -1.451
H -3.9398 -1.4565 -1.8839 0.374
H -4.3639 0.0990 -2.6842 0.504
H -4.7554 -0.1708 -0.9463 0.390
C -4.0299 -0.3705 -1.7465 -1.406
H -0.9813 -0.7596 -3.0559 0.478
H -2.2749 0.2815 -3.7104 0.465
H -3.3870 2.3594 -2.1777 0.436
H -1.8483 2.6833 -1.3022 0.377
H -0.7842 1.0239 -3.0397 0.383
H -3.3417 2.3581 -0.3774 0.397
C -0.9418 0.8309 0.9964 0.443
O -1.0685 1.8055 1.6093 -0.245
O 1.6834 -0.7428 -1.6113 -0.741
C 1.8785 0.4454 -1.1220 1.082
O 1.0576 0.8820 -0.2164 -0.899
C 2.9782 1.2979 -1.5697 0.375
C 3.0856 2.5944 -1.0544 -0.127
C 4.1330 3.4164 -1.4727 -0.727
C 5.0614 2.9273 -2.4037 -0.369
C 4.9405 1.6289 -2.9168 -0.713
C 3.8953 0.8106 -2.5020 -0.324
H 2.3449 2.9389 -0.3316 0.407
H 4.2237 4.4295 -1.0708 0.414
H 5.8829 3.5654 -2.7297 0.405
H 5.6623 1.2500 -3.6390 0.426
H 3.7589 -0.2007 -2.8725 0.494
```